# 1
{"formula": "C16H47N2O16P4", "method": "ωB97M-V with the def2-TZVPD basis set", "charge": -1, "gap_ev": 1.28, "lumo_energy_ev": 1.77, "symbols": ["C", "C", "C", "C", "N", "N", "H", "H", "H", "H", "H", "H", "H", "H", "H", "H", "H", "C", "O", "P", "O", "O", "C", "O", "C", "H", "H", "H", "H", "H", "H", "H", "H", "H", "C", "O", "P", "O", "O", "C", "O", "C", "H", "H", "H", "H", "H", "H", "H", "H", "H", "C", "O", "P", "O", "O", "C", "O", "C", "H", "H", "H", "H", "H", "H", "H", "H", "H", "C", "O", "P", "O", "O", "C", "O", "C", "H", "H", "H", "H", "H", "H", "H", "H", "H"], "positions_angstrom": [[-0.27772, -3.17489, 1.94530], [0.14583, -1.59274, 2.00447], [-1.02436, -0.59458, 2.61314], [-2.30065, -0.36678, 1.60808], [-3.33459, -1.47023, 1.62223], [-3.59801, -1.95117, 2.89480], [-1.13381, -3.38440, 1.14990], [-0.49883, -3.66095, 2.99988], [0.67398, -3.75954, 1.52697], [0.48202, -1.16944, 0.94373], [1.12267, -1.53079, 2.68743], [-1.29928, -0.92566, 3.70136], [-0.49819, 0.47170, 2.72261], [-2.87011, 0.66781, 1.78059], [-1.86657, -0.31516, 0.49726], [-3.13719, -2.22706, 0.93109], [-4.30391, -2.72985, 2.87743], [4.73503, 1.38035, 0.32464], [4.59941, 0.67035, -0.88898], [3.60118, -0.59286, -0.90215], [2.30782, -0.37675, -0.17488], [4.48625, -1.81795, -0.34964], [5.87280, -1.84717, -0.60388], [3.43659, -0.89037, -2.47435], [2.49287, -0.08366, -3.16199], [5.78722, 1.64396, 0.45788], [4.14182, 2.29521, 0.26605], [4.40987, 0.78324, 1.18107], [6.38883, -1.30696, 0.19830], [6.12047, -1.40047, -1.56867], [6.21444, -2.88583, -0.59430], [2.88610, 0.16014, -4.15009], [2.29305, 0.84875, -2.62614], [1.55967, -0.64153, -3.27441], [-7.60050, -6.64209, 2.45455], [-6.68002, -7.07226, 3.43589], [-5.30531, -6.24602, 3.57678], [-5.45866, -4.75658, 3.49648], [-4.33127, -6.88221, 2.46503], [-4.45481, -8.24552, 2.12724], [-4.72105, -6.77827, 4.97777], [-5.25565, -6.16972, 6.14315], [-8.02906, -7.52272, 1.96960], [-8.39848, -6.07870, 2.94254], [-7.12010, -6.01970, 1.69456], [-5.19258, -8.34290, 1.32237], [-4.75896, -8.85208, 2.98238], [-3.49216, -8.60904, 1.75736], [-5.37855, -6.92923, 6.91674], [-6.22875, -5.70999, 5.94776], [-4.56063, -5.40451, 6.49826], [-0.70645, 3.42759, -5.62733], [-1.76748, 2.92495, -4.84187], [-2.15744, 1.37379, -5.02673], [-0.98733, 0.44269, -5.13769], [-3.15581, 1.35175, -6.28856], [-3.99464, 2.45820, -6.53381], [-3.10565, 1.09927, -3.75671], [-2.43936, 0.82973, -2.53292], [-0.97393, 4.42903, -5.97363], [0.19095, 3.49102, -5.00851], [-0.51165, 2.79401, -6.49702], [-3.45490, 3.17620, -7.16210], [-4.31223, 2.94275, -5.60858], [-4.87924, 2.11979, -7.08023], [-2.98191, 1.31228, -1.71857], [-1.41303, 1.20792, -2.54078], [-2.42399, -0.25007, -2.36406], [7.34536, 6.74552, -0.12344], [6.13868, 6.98608, 0.57041], [4.89532, 6.01256, 0.25633], [5.25093, 4.56071, 0.13771], [4.20321, 6.64399, -1.05201], [4.24489, 8.03802, -1.25926], [3.87699, 6.35044, 1.45478], [4.13257, 5.69597, 2.68790], [7.77932, 7.70661, -0.41039], [8.03712, 6.22529, 0.54225], [7.18140, 6.14925, -1.02528], [5.16169, 8.28479, -1.80714], [4.21634, 8.59161, -0.31882], [3.38827, 8.33240, -1.87177], [3.93547, 6.38978, 3.50654], [5.17094, 5.35934, 2.75812], [3.46739, 4.83355, 2.77996]], "mulliken_charge": [-0.8233, 0.0910, -0.4939, -0.2036, -0.0783, -0.9241, 0.0939, 0.2145, 0.2923, -0.0935, 0.2208, 0.3259, 0.2533, 0.2408, -0.2735, 0.2252, 0.1306, -0.5894, -0.2635, 0.7500, -0.4550, -0.3583, -0.6264, -0.3571, -0.6590, 0.2406, 0.1656, 0.3790, 0.2349, 0.3003, 0.2502, 0.2933, 0.3072, 0.2875, -0.7085, -0.3124, 0.8668, -0.6450, -0.2381, -0.6345, -0.2668, -0.6652, 0.2539, 0.2549, 0.3534, 0.2438, 0.3146, 0.2441, 0.2504, 0.3106, 0.2848, -0.7136, -0.2499, 1.0335, -0.6902, -0.3605, -0.6168, -0.3021, -0.6609, 0.2585, 0.2475, 0.3439, 0.2346, 0.3071, 0.2551, 0.2939, 0.3418, 0.2571, -0.7105, -0.3139, 0.8667, -0.4387, -0.3162, -0.6293, -0.2937, -0.6580, 0.2636, 0.2544, 0.3464, 0.2447, 0.3085, 0.2525, 0.2470, 0.3122, 0.2802]}

***

# 2
{"formula": "C2H9NO2", "method": "ωB97M-V with the def2-TZVPD basis set", "smiles": "C=NC.O.O", "gap_ev": 10.87, "lumo_energy_ev": 0.82, "symbols": ["C", "N", "C", "H", "H", "H", "H", "H", "O", "H", "H", "O", "H", "H"], "positions_angstrom": [[-1.16116, 0.96662, 1.06767], [-0.75642, -0.15947, 0.65329], [-1.49785, -1.36335, 1.07575], [-0.74903, 1.90341, 0.76027], [-1.84604, 0.88068, 1.93428], [-1.18459, -2.12381, 0.34356], [-2.56837, -1.22191, 1.19719], [-1.10404, -1.49434, 2.11817], [1.06278, 0.59782, -2.82394], [1.91830, 0.64666, -2.34415], [0.27629, 0.42281, -2.28076], [2.59438, 0.63954, -0.70555], [3.29097, 0.06361, -0.39310], [1.72478, 0.24174, -0.60270]], "mulliken_charge": [-0.3594, -0.2211, -0.8438, 0.2832, 0.2439, 0.2671, 0.3179, 0.3372, -0.7144, 0.4180, 0.3066, -0.7049, 0.3098, 0.3598]}

***

# 3
{"formula": "C29H27N3O5PdS2Te", "method": "ωB97M-V with the def2-TZVPD basis set", "gap_ev": [7.01, 7.00], "lumo_energy_ev": [-0.19, -0.17], "symbols": ["Pd", "N", "C", "C", "C", "C", "C", "N", "C", "C", "C", "C", "C", "N", "H", "H", "H", "H", "H", "H", "H", "H", "H", "C", "S", "O", "C", "C", "C", "C", "C", "C", "H", "H", "H", "H", "H", "H", "H", "H", "O", "S", "O", "O", "O", "Te", "C", "C", "C", "C", "C", "C", "C", "C", "C", "C", "C", "C", "H", "H", "H", "H", "H", "H", "H", "H", "H", "H"], "positions_angstrom": [[0.51087, -0.23045, 0.79811], [-2.73014, -0.60907, 1.88623], [-1.91707, 0.08739, 2.77227], [-2.25386, -0.02031, 4.12907], [-1.48702, 0.63029, 5.06233], [-0.40009, 1.38926, 4.63844], [-0.14366, 1.44078, 3.29164], [-0.88925, 0.82310, 2.35701], [-2.63751, -0.90011, 0.53646], [-3.54920, -1.83567, 0.01328], [-3.50390, -2.12611, -1.32736], [-2.55915, -1.48969, -2.13418], [-1.70160, -0.60275, -1.52973], [-1.72943, -0.30638, -0.22280], [-3.41014, -1.17819, 2.36118], [-3.09041, -0.63797, 4.42968], [-1.71896, 0.53549, 6.11484], [0.25002, 1.89423, 5.33708], [0.71371, 1.98227, 2.91695], [-4.26669, -2.31781, 0.66540], [-4.19184, -2.84762, -1.74850], [-2.48523, -1.69382, -3.19279], [-0.92653, -0.10336, -2.10079], [0.51186, 3.49653, -1.83928], [-0.07648, 2.53446, -0.45121], [1.00238, 1.46325, -0.34262], [0.27493, 3.69684, 0.85083], [1.59063, 3.92851, 1.22582], [1.84303, 4.79642, 2.27526], [0.78690, 5.41423, 2.93592], [-0.52412, 5.16464, 2.55723], [-0.78761, 4.29047, 1.51161], [1.55195, 3.76699, -1.66498], [-0.11223, 4.38384, -1.93772], [0.42681, 2.86244, -2.72120], [2.39521, 3.40454, 0.72409], [2.86220, 4.98090, 2.58758], [0.98906, 6.08433, 3.76116], [-1.34221, 5.63325, 3.08746], [-1.80612, 4.05436, 1.22769], [1.16505, -2.52592, 3.97785], [1.50088, -1.99573, 2.68538], [0.12795, -1.78254, 1.91303], [2.06852, -0.63210, 2.68792], [2.27330, -2.90103, 1.82433], [2.27702, -1.71851, -0.62072], [1.14804, -3.39913, -1.20146], [-0.00964, -3.75349, -0.52284], [-0.73527, -4.85947, -0.94690], [-0.31304, -5.60250, -2.03943], [0.85171, -5.24945, -2.70833], [1.58758, -4.15214, -2.28530], [2.05096, -0.73453, -2.50499], [1.14512, -1.08820, -3.49867], [1.07124, -0.35674, -4.67838], [1.90932, 0.73043, -4.88339], [2.82738, 1.08037, -3.90121], [2.89550, 0.35353, -2.72148], [-0.31967, -3.18606, 0.34587], [-1.63301, -5.14230, -0.41118], [-0.88241, -6.46437, -2.36370], [1.19499, -5.83321, -3.55291], [2.50026, -3.88343, -2.80443], [0.49173, -1.94111, -3.35659], [0.36254, -0.64705, -5.44461], [1.85923, 1.29030, -5.80867], [3.49816, 1.91675, -4.05731], [3.61747, 0.63811, -1.96337]], "mulliken_charge": [1.0871, -0.0713, 0.6752, -0.6479, -0.6266, -1.0389, -0.3217, 0.3097, 0.7838, -0.8577, -0.5412, -0.9213, -0.3255, 0.2229, 0.1361, 0.4070, 0.4058, 0.4756, 0.4834, 0.4013, 0.4162, 0.4691, 0.4237, -1.1325, 0.6995, -0.5179, 0.2391, -0.3823, -0.6961, -0.4624, -0.6260, -0.2375, 0.3525, 0.4325, 0.3329, 0.3503, 0.4105, 0.4074, 0.4118, 0.3960, -0.7341, 1.0936, -0.4934, -0.6675, -0.7071, 0.3949, 0.0016, -0.5191, -0.6720, -0.5530, -0.4728, -0.2445, 0.3526, -0.2623, -0.4767, -0.5433, -0.6570, -0.4809, 0.6909, 0.4602, 0.3931, 0.3886, 0.4429, 0.3884, 0.4067, 0.3913, 0.4191, 0.3373]}

***

# 4
{"formula": "C26H31F5N4O3S3SeTeTi", "method": "ωB97M-V with the def2-TZVPD basis set", "charge": 1, "gap_ev": [8.76, 6.45], "lumo_energy_ev": [-2.54, -4.80], "spin_multiplicity": 2, "symbols": ["Ti", "C", "C", "S", "C", "C", "S", "C", "C", "S", "H", "H", "H", "H", "H", "H", "H", "H", "H", "H", "H", "H", "O", "C", "N", "C", "C", "O", "N", "C", "C", "C", "C", "C", "C", "C", "C", "C", "C", "C", "C", "H", "H", "H", "H", "H", "H", "H", "H", "H", "H", "H", "F", "Te", "F", "F", "F", "F", "O", "C", "N", "C", "C", "N", "C", "C", "Se", "H", "H", "H", "H", "H", "H", "H", "H"], "positions_angstrom": [[-0.24426, -0.65467, -1.65081], [-4.62115, 0.00798, 2.02524], [-5.23829, 1.39160, 1.79166], [-4.08043, 2.54183, 1.00693], [-5.25429, 3.63484, 0.15311], [-5.70936, 2.91165, -1.12166], [-4.46933, 1.61218, -1.45454], [-5.44981, 0.10900, -1.17949], [-4.63092, -1.04623, -0.61212], [-3.51404, -0.63952, 0.74695], [-5.42376, -0.70712, 2.21256], [-4.00154, 0.02919, 2.92164], [-5.51609, 1.83863, 2.74823], [-6.14110, 1.33921, 1.18735], [-4.69937, 4.54351, -0.07342], [-6.07537, 3.90143, 0.81665], [-5.74138, 3.57231, -1.98572], [-6.68936, 2.45205, -1.01613], [-5.84042, -0.17480, -2.15850], [-6.28658, 0.36549, -0.53503], [-3.98217, -1.46033, -1.38359], [-5.31866, -1.83785, -0.31048], [-1.12257, 1.79120, 1.45043], [-0.14870, 1.10174, 1.28083], [0.83114, 0.83126, 2.19955], [1.79716, -0.16264, 1.75853], [1.29839, -0.30762, 0.32477], [1.74544, -1.05932, -0.56047], [0.20870, 0.43032, 0.08937], [1.66318, -1.44876, 2.56700], [1.19820, -2.64183, 2.03204], [1.05322, -3.75887, 2.84774], [1.37231, -3.68987, 4.19296], [1.84574, -2.49835, 4.72898], [1.99313, -1.38607, 3.91936], [3.23782, 0.35431, 1.72595], [4.29206, -0.55467, 1.68374], [5.60184, -0.10333, 1.64597], [5.87146, 1.26006, 1.64302], [4.82303, 2.16756, 1.66755], [3.50854, 1.71644, 1.70686], [0.76464, 1.17184, 3.14310], [0.96500, -2.71970, 0.97844], [0.68954, -4.68561, 2.42399], [1.25872, -4.56133, 4.82365], [2.10619, -2.43735, 5.77735], [2.38533, -0.46556, 4.33853], [4.08390, -1.61679, 1.70018], [6.41522, -0.81721, 1.63399], [6.89503, 1.61154, 1.63598], [5.02489, 3.23124, 1.67690], [2.69331, 2.42854, 1.74597], [-4.05664, -0.19609, -3.59919], [-2.54632, -1.12715, -4.21899], [-3.39961, -2.53967, -3.18573], [-0.13270, -2.37058, -2.11415], [-2.09890, 0.63787, -4.87940], [-3.62122, -1.48458, -5.72092], [-1.78297, -0.26184, -2.16027], [2.79092, -2.13759, -3.84831], [3.27635, -0.94976, -3.15788], [4.49511, -0.86163, -2.52085], [4.56071, 0.35956, -1.94931], [3.37806, 0.99971, -2.23870], [3.00423, 2.34155, -1.80935], [2.59864, 0.18766, -2.96686], [0.84289, 0.62254, -3.52097], [2.96692, -3.00777, -3.22096], [3.30594, -2.25044, -4.80017], [1.72362, -2.03815, -4.01768], [5.20172, -1.67160, -2.52922], [5.32622, 0.81943, -1.35056], [3.82315, 2.75027, -1.22513], [2.10342, 2.29754, -1.19926], [2.81632, 2.96913, -2.67729]], "mulliken_charge": [0.5387, -0.9650, -0.6787, 0.2016, -0.5439, -0.7600, 0.1694, -1.0807, -0.3737, -0.0253, 0.4439, 0.4007, 0.5579, 0.3092, 0.3932, 0.3663, 0.4983, 0.3189, 0.6620, 0.5726, -0.1826, 0.6385, -0.7272, -0.5241, 0.0876, 3.6081, 0.6345, -0.7788, -0.1850, -0.6878, 0.1373, -1.1723, -0.4178, -1.0063, -0.1171, -0.6594, -0.1309, -0.8811, -0.6020, -0.7458, -0.3913, 0.2742, 0.5551, 0.4615, 0.4160, 0.4147, 0.4341, 0.5161, 0.4400, 0.4326, 0.4502, 0.5087, -0.3877, 1.4857, -0.5437, -0.5554, -0.5066, -0.4382, -0.2697, -0.8564, 0.3213, -0.7345, -0.3520, 0.4083, -0.9173, -0.2128, -0.2142, 0.3628, 0.3281, 0.2125, 0.5184, 0.5591, 0.3153, 0.2718, 0.3999]}

***

# 5
{"formula": "C14H20CoN2S5", "method": "ωB97M-V with the def2-TZVPD basis set", "charge": 3, "gap_ev": [5.77, 4.96], "lumo_energy_ev": [-12.13, -12.93], "symbols": ["Co", "C", "C", "S", "C", "C", "S", "C", "C", "S", "H", "H", "H", "H", "H", "H", "H", "H", "H", "H", "H", "H", "C", "C", "N", "C", "C", "S", "C", "C", "S", "C", "N", "C", "H", "H", "H", "H", "H", "H", "H", "H"], "positions_angstrom": [[0.08745, 0.07964, -0.08698], [-2.07994, -2.32795, 0.33375], [-0.99859, -3.06988, -0.41030], [0.12915, -1.92296, -1.25505], [1.74457, -2.58956, -0.80132], [2.10622, -2.42589, 0.65920], [1.78021, -0.73425, 1.28716], [0.85384, -1.03845, 2.80869], [-0.40821, -1.83024, 2.58061], [-1.45229, -0.98230, 1.36151], [-2.64346, -3.00584, 0.97876], [-2.79087, -1.85055, -0.34365], [-1.44583, -3.68530, -1.19328], [-0.40617, -3.72333, 0.22813], [2.43025, -2.06554, -1.44851], [1.76210, -3.64129, -1.09641], [3.17867, -2.59692, 0.78005], [1.59563, -3.13176, 1.31105], [0.64997, -0.03978, 3.20150], [1.51959, -1.53879, 3.51602], [-0.97934, -1.88631, 3.50946], [-0.22248, -2.84879, 2.24651], [3.65102, 0.06575, -1.42763], [2.60122, 1.10034, -1.66525], [1.36266, 1.19659, -1.16540], [0.73370, 2.36160, -1.59501], [1.46841, 3.10738, -2.42894], [2.98680, 2.39611, -2.67741], [-0.57561, 2.64611, -1.06218], [-1.31648, 3.74799, -1.22501], [-2.76412, 3.61024, -0.34892], [-2.34307, 2.08249, 0.21637], [-1.14343, 1.68589, -0.23665], [-3.30306, 1.37807, 1.11824], [3.53052, -0.41586, -0.46680], [4.63840, 0.52541, -1.43969], [3.65261, -0.67843, -2.22591], [1.19177, 4.04108, -2.89689], [-1.08152, 4.62390, -1.81047], [-4.19569, 1.98380, 1.25949], [-2.86713, 1.19991, 2.10025], [-3.61929, 0.42257, 0.69930]], "mulliken_charge": [0.2398, -0.7792, -0.7510, 0.0026, -0.3276, -0.8639, -0.0533, -0.8289, -0.7857, 0.0229, 0.5186, 0.4781, 0.5472, 0.4279, 0.0470, 0.5704, 0.5434, 0.4906, 0.5120, 0.5198, 0.5596, 0.3800, -1.4455, 0.6944, 0.4101, -0.0182, -0.3302, -0.0308, 0.1334, -0.2975, -0.0088, 0.9271, -0.4075, -1.3378, 0.2208, 0.5607, 0.4185, 0.4444, 0.4475, 0.5188, 0.3598, 0.2703]}

***

# 6
{"formula": "C10H8", "method": "ωB97M-V with the def2-TZVPD basis set", "smiles": "C1=C[C@]23C=C[C@@H]4[C@H]2[C@@]43C=C1", "gap_ev": 9.01, "lumo_energy_ev": 0.86, "symbols": ["C", "C", "C", "C", "C", "C", "C", "C", "C", "C", "H", "H", "H", "H", "H", "H", "H", "H"], "positions_angstrom": [[2.06609, 0.86296, 0.05185], [0.87105, 1.51168, 0.19687], [-0.32217, 0.67730, 0.18407], [-1.51595, 1.07545, -0.54700], [-2.40158, 0.06009, -0.51126], [-1.65169, -0.95394, 0.31986], [-0.60354, -0.35822, 1.25093], [-0.14157, -0.85920, -0.00455], [1.06826, -1.50594, -0.37544], [2.09687, -0.61214, -0.25703], [2.95905, 1.34728, 0.08862], [0.57849, 2.57264, 0.11174], [-1.62704, 2.09043, -1.04353], [-3.35952, -0.04654, -0.79832], [-2.12280, -2.00039, 0.63199], [-0.25046, -0.41902, 2.18071], [1.32779, -2.50597, -0.71281], [3.02870, -0.93647, -0.76671]], "mulliken_charge": [-0.6218, -0.7286, 1.0139, -0.5955, -0.8185, -0.0952, -0.6321, 0.6017, -0.9470, -0.3682, 0.5049, 0.3039, 0.2956, 0.6071, 0.3269, 0.5193, 0.3733, 0.2604]}